150
Properties=species:S:1:pos:R:3:forces:R:3:lowdin_charge:R:1 method="wB97M-V/def2-TZVPD" e_homo_ha=-0.374 charge=0 e_tot_ha=-8303.5142 orbital_gap_ev=9.482 e_above_lowest_kcal_mol=191.6 max_force_ev_per_a=11.4
K 3.210 1.075 0.587 0.10 -0.20 -0.18 0.809
K 0.486 2.357 4.489 0.19 -0.33 0.07 0.859
N 3.054 1.403 5.442 0.88 4.28 2.34 -0.305
S 4.343 2.469 5.756 -0.12 4.30 1.32 0.587
O 5.373 2.721 4.745 -2.47 -0.87 1.26 -0.263
O 4.691 2.577 7.125 0.50 -1.35 0.18 -0.238
F 3.352 3.754 5.724 -0.05 0.04 -1.08 -0.236
S 3.904 0.481 4.655 2.50 -9.89 -5.13 0.442
O 5.117 -0.117 5.237 -0.05 3.32 -1.16 -0.277
O 3.762 0.684 3.179 0.77 -0.08 2.93 -0.413
F 3.147 -0.907 4.937 -1.91 0.59 -0.60 -0.204
N 0.682 0.764 2.166 3.61 -5.35 5.54 -0.358
S 0.302 -0.815 2.678 3.69 -1.32 4.75 0.649
O -0.323 -1.869 1.929 0.70 1.90 -0.18 -0.213
O -0.081 -0.626 4.070 -0.14 -0.19 -1.56 -0.310
F 1.911 -1.270 2.841 -2.77 0.34 -1.11 -0.220
S -0.399 0.993 1.236 -6.32 2.86 -5.15 0.312
O -1.803 0.814 1.624 2.39 -0.44 -0.51 -0.266
O 0.055 0.685 -0.073 -0.91 -0.42 -1.69 -0.256
F -0.206 2.531 1.354 -0.17 2.46 -0.55 -0.189
C -0.727 0.979 -4.868 0.76 -1.65 0.78 -0.044
C 0.320 0.970 -3.731 -1.29 1.12 0.73 -0.238
O 0.849 2.287 -3.592 2.36 1.94 -0.39 -0.222
P 2.432 2.486 -3.290 -1.32 -0.19 -0.17 0.494
O 2.828 1.875 -1.988 0.18 0.59 -1.65 -0.306
O 3.135 1.875 -4.615 0.00 0.50 2.02 -0.168
C 2.800 2.282 -5.926 0.17 1.67 -1.37 -0.310
C 2.927 1.098 -6.825 -1.10 -0.85 0.54 -0.064
O 2.639 4.081 -3.427 -1.06 -0.86 -0.12 -0.167
C 1.603 5.008 -3.002 -0.28 0.99 2.13 -0.225
C 1.367 4.936 -1.462 0.88 -0.45 -0.18 -0.069
H -0.192 0.751 -5.790 -0.36 0.46 -0.30 0.061
H -1.341 0.105 -4.652 -0.13 -0.24 -0.22 0.075
H -1.446 1.796 -4.928 0.65 0.35 0.15 0.082
H -0.123 0.908 -2.737 -0.36 -1.21 -0.16 0.105
H 1.144 0.266 -3.846 -0.33 -0.30 -0.23 0.116
H 1.868 2.837 -6.031 -0.79 -0.78 0.59 0.120
H 3.425 3.089 -6.308 1.01 -0.09 0.56 0.119
H 3.880 0.601 -6.640 0.08 0.16 -0.54 0.087
H 2.157 0.401 -6.495 -0.01 -0.39 -0.01 0.065
H 2.661 1.302 -7.862 0.60 0.19 -0.01 0.090
H 1.940 6.014 -3.248 0.30 -0.27 -0.29 0.116
H 0.599 4.890 -3.411 0.42 -0.65 -0.80 0.112
H 0.960 3.947 -1.250 -0.30 0.11 0.27 0.056
H 2.284 5.024 -0.880 0.41 -0.18 -0.33 0.075
H 0.768 5.728 -1.012 -0.54 -0.05 -0.65 0.078
C -3.673 1.167 -1.754 -1.66 -0.56 -0.53 -0.056
C -3.337 2.234 -0.710 -0.45 -0.38 -1.32 -0.239
O -4.043 3.449 -1.106 -0.85 1.53 0.83 -0.205
P -5.206 4.249 -0.230 -0.01 -1.37 -1.10 0.534
O -6.350 3.394 0.136 0.89 0.91 -0.30 -0.222
O -4.443 4.858 1.065 -1.20 1.96 -2.48 -0.186
C -4.071 4.081 2.114 1.17 -2.99 1.31 -0.308
C -2.572 3.775 2.047 -0.31 0.69 0.94 -0.073
O -5.621 5.496 -1.211 0.64 -2.40 1.49 -0.161
C -4.748 6.521 -1.634 0.59 0.39 -0.76 -0.304
C -4.367 7.375 -0.482 0.22 0.94 0.21 -0.090
H -3.293 1.379 -2.753 0.51 0.32 0.19 0.063
H -3.504 0.106 -1.570 0.85 0.19 0.69 0.080
H -4.745 1.113 -1.944 -0.34 0.47 0.32 0.079
H -3.572 1.979 0.324 0.15 -0.21 -0.29 0.091
H -2.278 2.404 -0.903 0.13 0.48 0.80 0.101
H -4.299 4.480 3.103 -0.23 0.68 -0.25 0.128
H -4.586 3.120 2.106 -0.44 -0.10 -0.19 0.101
H -2.189 3.606 1.040 -0.24 0.23 0.29 0.057
H -2.103 4.631 2.532 0.61 0.11 -0.37 0.081
H -2.355 2.904 2.665 -0.06 -0.08 -0.10 0.048
H -3.831 6.183 -2.117 -0.01 -0.75 0.02 0.115
H -5.261 7.055 -2.434 -0.36 0.09 0.27 0.122
H -3.652 6.844 0.147 -0.23 0.22 0.15 0.068
H -3.895 8.285 -0.851 0.10 0.08 0.02 0.082
H -5.263 7.666 0.066 0.14 -0.05 0.24 0.091
C 4.975 -2.487 2.589 -0.03 0.19 0.52 -0.078
C 6.406 -2.053 2.306 -1.48 -0.27 -0.47 -0.221
O 6.689 -2.244 0.885 0.00 1.24 -1.74 -0.198
P 6.276 -1.211 -0.369 2.26 -1.24 4.77 0.470
O 4.868 -0.853 -0.423 -0.55 0.92 -0.14 -0.274
O 6.837 -2.020 -1.574 -0.48 -0.71 1.34 -0.162
C 6.152 -1.794 -2.768 1.70 0.32 -2.94 -0.278
C 7.041 -2.442 -3.854 -1.27 0.86 -0.80 -0.056
O 7.322 0.002 -0.126 -2.61 0.05 -1.37 -0.178
C 8.685 -0.290 -0.281 2.08 0.21 0.15 -0.264
C 9.510 0.999 -0.678 0.05 -0.85 0.91 -0.043
H 4.165 -1.868 2.203 0.34 0.14 -0.21 0.045
H 4.819 -3.514 2.261 0.06 0.00 -0.05 0.089
H 4.892 -2.459 3.676 -0.27 -0.11 0.11 0.073
H 6.612 -1.043 2.662 0.04 0.12 -0.31 0.117
H 6.978 -2.754 2.914 0.73 0.08 -0.66 0.119
H 5.095 -2.035 -2.878 0.11 -0.67 0.83 0.123
H 6.211 -0.727 -2.984 -0.20 0.27 -0.03 0.120
H 7.203 -3.520 -3.827 -0.19 0.14 0.34 0.081
H 6.472 -2.179 -4.746 0.04 -0.49 -0.53 0.070
H 7.977 -1.909 -4.018 0.14 -0.12 0.57 0.075
H 8.890 -0.768 0.676 1.14 0.45 0.14 0.117
H 8.868 -1.083 -1.006 -0.20 0.18 -0.29 0.108
H 9.500 1.231 -1.742 -0.91 0.20 0.10 0.069
H 9.273 1.821 -0.001 -0.60 0.21 -0.47 0.072
H 10.588 0.947 -0.527 0.12 -0.95 0.38 0.066
C 2.125 -2.101 -0.847 0.55 1.65 -0.48 -0.063
C 1.062 -3.116 -0.694 -0.93 -0.31 1.27 -0.294
O 1.345 -4.227 -1.496 1.82 -3.46 -0.20 -0.188
P 1.601 -5.756 -0.941 -2.24 0.12 -3.18 0.458
O 1.819 -6.018 0.456 0.60 0.51 1.34 -0.196
O 0.250 -6.510 -1.513 1.58 1.59 0.73 -0.222
C -0.899 -6.475 -0.683 -0.71 -3.36 0.49 -0.251
C -1.461 -7.936 -0.964 -0.98 1.04 -0.72 -0.065
O 2.653 -6.401 -1.927 -0.04 0.31 0.91 -0.189
C 2.515 -6.517 -3.341 -0.12 -0.64 -0.96 -0.227
C 2.135 -8.019 -3.764 0.87 1.09 1.57 -0.036
H 3.114 -2.471 -0.577 -0.13 -0.42 -0.39 0.078
H 2.120 -1.633 -1.831 0.33 -0.34 -0.33 0.084
H 2.059 -1.220 -0.209 -0.74 -0.23 0.42 0.029
H 1.042 -3.382 0.363 -0.29 -0.31 0.04 0.104
H 0.041 -2.962 -1.046 -0.01 1.46 0.51 0.134
H -0.730 -6.478 0.394 0.77 0.59 -0.06 0.106
H -1.584 -5.662 -0.928 -0.03 -0.17 -0.30 0.115
H -2.286 -8.290 -0.347 -0.21 0.53 0.12 0.063
H -1.804 -7.868 -1.997 -0.30 -0.34 -0.09 0.063
H -0.762 -8.772 -0.960 0.69 0.65 0.31 0.070
H 1.863 -5.728 -3.716 -0.48 -0.34 0.02 0.105
H 3.503 -6.208 -3.682 0.04 -0.47 -0.37 0.109
H 1.408 -8.199 -4.556 0.29 0.48 -0.08 0.069
H 3.069 -8.563 -3.900 -0.03 0.06 -0.61 0.063
H 1.760 -8.494 -2.857 -0.43 0.19 0.02 0.061
C -3.902 0.336 4.173 -0.66 0.51 -0.76 -0.050
C -4.840 -0.257 3.111 1.36 -0.93 1.83 -0.271
O -6.095 -0.297 3.773 -3.02 1.96 -1.79 -0.228
P -7.410 -0.192 2.760 0.50 0.44 -0.29 0.471
O -7.276 0.518 1.452 0.15 -0.78 2.37 -0.227
O -7.729 -1.709 2.530 -1.03 -1.87 0.87 -0.158
C -7.990 -2.741 3.540 -0.31 -1.59 0.40 -0.238
C -6.764 -3.149 4.327 0.75 1.33 -0.07 -0.086
O -8.591 0.275 3.750 2.26 -1.31 -0.92 -0.182
C -8.806 1.634 4.010 -2.58 0.72 1.31 -0.294
C -9.933 2.134 3.090 0.70 -0.09 0.50 -0.059
H -4.396 0.273 5.143 0.53 -0.71 0.16 0.081
H -2.901 -0.083 4.069 0.00 0.25 0.42 0.064
H -3.945 1.408 3.984 0.66 0.26 -0.02 0.056
H -4.730 0.347 2.210 -0.75 -0.43 -0.22 0.106
H -4.670 -1.329 3.013 0.84 0.12 -0.91 0.115
H -8.873 -2.666 4.176 -0.04 1.50 -0.04 0.116
H -8.249 -3.698 3.086 -0.05 0.45 -1.36 0.110
H -6.794 -4.055 4.933 -0.62 -0.15 -0.41 0.083
H -6.040 -3.265 3.520 0.64 -0.15 0.45 0.079
H -6.463 -2.353 5.008 0.29 -0.01 -0.14 0.069
H -9.269 1.598 4.996 -0.22 -0.06 0.25 0.108
H -7.985 2.305 4.262 0.71 -0.31 -1.17 0.123
H -9.571 2.413 2.100 -0.15 0.38 0.16 0.077
H -10.657 1.328 2.969 0.14 -0.14 0.02 0.078
H -10.455 2.890 3.677 0.03 0.56 -0.64 0.072